(1)
# C44H100N4O5

9 unconnected molecules or ions with the total composition C44H100N4O5 at a distorted geometry (ωB97M-V with the def2-TZVPD basis set, the Open Molecules 2025 dataset).

Its multiplicity is 1. For the highest occupied orbital energy, the calculation gives -0.3013 hartree. As for the SMILES: CCN(CC)CC.CCN(CC)CC.CCN(CC)CC.CCN(CC)CC.C1CCOC1.C1CCOC1.C1CCOC1.C1CCOC1.C1CCOC1. As for the orbital gap: 8.796 eV. The value obtained for the strongest force on any atom is 1.84 eV/Å. Its total energy is -63444.49662 eV.

Structure (XYZ):
```
153
C44H100N4O5 ωB97M-V with the def2-TZVPD basis set
C -27.369 -14.119 10.406
C -28.514 -15.022 10.810
N -28.963 -14.866 12.180
C -29.798 -16.012 12.586
C -29.608 -16.478 14.044
C -29.662 -13.603 12.379
C -30.021 -13.277 13.816
H -26.405 -14.459 10.794
H -27.469 -13.060 10.642
H -27.220 -14.131 9.322
H -29.371 -14.767 10.157
H -28.261 -16.050 10.557
H -30.854 -15.812 12.360
H -29.540 -16.870 11.963
H -29.904 -17.523 14.144
H -28.565 -16.418 14.353
H -30.158 -15.877 14.767
H -30.581 -13.603 11.767
H -29.046 -12.795 11.983
H -30.234 -12.208 13.892
H -29.178 -13.448 14.490
H -30.856 -13.841 14.227
C -22.509 -16.551 12.354
C -23.764 -16.563 11.492
N -24.331 -17.901 11.347
C -25.302 -17.932 10.267
C -25.640 -19.343 9.801
C -24.800 -18.456 12.616
C -26.013 -17.734 13.248
H -22.733 -16.717 13.411
H -22.002 -15.588 12.284
H -21.823 -17.346 12.058
H -24.490 -15.853 11.913
H -23.460 -16.223 10.500
H -26.249 -17.435 10.525
H -24.891 -17.436 9.388
H -26.218 -19.336 8.874
H -24.736 -19.931 9.644
H -26.302 -19.890 10.479
H -23.973 -18.434 13.321
H -25.093 -19.490 12.440
H -26.860 -17.769 12.558
H -25.869 -16.703 13.569
H -26.351 -18.325 14.104
C -20.245 -10.698 15.328
C -20.334 -11.976 16.158
N -20.230 -11.707 17.585
C -20.030 -12.928 18.366
C -18.664 -13.535 18.121
C -21.235 -10.829 18.097
C -22.704 -11.322 18.060
H -21.202 -10.173 15.345
H -19.972 -10.954 14.307
H -19.487 -10.027 15.731
H -21.225 -12.586 15.952
H -19.517 -12.584 15.765
H -20.139 -12.740 19.436
H -20.799 -13.677 18.119
H -18.491 -13.812 17.079
H -17.850 -12.846 18.356
H -18.484 -14.470 18.655
H -21.194 -9.893 17.535
H -21.000 -10.549 19.126
H -23.078 -11.475 17.045
H -23.305 -10.621 18.637
H -22.862 -12.320 18.482
C -26.615 -14.451 15.066
C -25.168 -14.005 14.837
N -25.059 -12.617 14.405
C -25.925 -12.304 13.275
C -25.725 -10.909 12.723
C -23.665 -12.216 14.225
C -22.980 -12.735 12.967
H -27.171 -14.421 14.130
H -27.123 -13.841 15.819
H -26.683 -15.461 15.476
H -24.588 -14.152 15.749
H -24.780 -14.681 14.056
H -26.967 -12.371 13.602
H -25.841 -13.089 12.509
H -24.816 -10.860 12.120
H -25.673 -10.211 13.558
H -26.516 -10.622 12.028
H -23.589 -11.128 14.300
H -23.101 -12.538 15.102
H -23.056 -13.823 12.970
H -23.443 -12.401 12.035
H -21.950 -12.388 12.860
C -27.510 -10.192 16.668
C -28.369 -11.234 17.326
C -29.691 -10.485 17.550
O -29.677 -9.438 16.578
C -28.540 -9.550 15.699
H -26.606 -10.618 16.229
H -27.231 -9.411 17.378
H -27.931 -11.670 18.225
H -28.552 -12.080 16.656
H -29.690 -10.020 18.538
H -30.549 -11.148 17.439
H -28.244 -8.532 15.454
H -28.761 -10.145 14.811
C -24.010 -17.579 16.324
C -24.977 -17.522 17.483
C -25.574 -18.957 17.453
O -24.880 -19.678 16.450
C -23.630 -19.039 16.204
H -23.153 -16.898 16.347
H -24.507 -17.250 15.406
H -25.803 -16.820 17.369
H -24.481 -17.280 18.423
H -26.639 -18.990 17.228
H -25.417 -19.433 18.428
H -23.279 -19.372 15.229
H -22.897 -19.366 16.951
C -21.182 -9.394 9.435
C -21.728 -10.264 10.560
C -20.875 -9.862 11.790
O -19.844 -8.990 11.304
C -19.762 -9.115 9.889
H -21.771 -8.479 9.358
H -21.229 -9.869 8.454
H -21.716 -11.329 10.333
H -22.774 -10.027 10.769
H -20.387 -10.767 12.164
H -21.455 -9.393 12.582
H -19.109 -9.953 9.615
H -19.296 -8.208 9.505
C -25.282 -7.148 14.602
C -24.456 -7.392 15.831
C -23.763 -8.712 15.549
O -23.497 -8.626 14.148
C -24.334 -7.631 13.528
H -25.622 -6.121 14.471
H -26.189 -7.752 14.700
H -25.037 -7.409 16.756
H -23.715 -6.598 15.958
H -24.374 -9.578 15.821
H -22.866 -8.722 16.172
H -24.899 -8.047 12.694
H -23.659 -6.828 13.225
C -19.308 -13.152 10.976
C -18.696 -14.240 10.103
C -17.691 -14.917 11.051
O -17.832 -14.289 12.330
C -19.112 -13.690 12.380
H -20.377 -13.019 10.791
H -18.826 -12.178 10.895
H -18.218 -13.879 9.195
H -19.464 -14.962 9.821
H -16.663 -14.710 10.755
H -17.867 -15.990 11.150
H -19.122 -12.910 13.145
H -19.828 -14.451 12.720
```

***

(2)
# C44H110O22

11 unconnected molecules or ions with the total composition C44H110O22 at a distorted geometry (ωB97M-V with the def2-TZVPD basis set, the Open Molecules 2025 dataset).

Its multiplicity is 1. For the highest occupied orbital energy, the calculation gives -0.3289 hartree. As for the SMILES: COCCOC.COCCOC.COCCOC.COCCOC.COCCOC.COCCOC.COCCOC.COCCOC.COCCOC.COCCOC.COCCOC. As for the orbital gap: 9.512 eV. The value obtained for the strongest force on any atom is 3.26 eV/Å. Its total energy is -92439.66343 eV.

Structure (XYZ):
```
176
C44H110O22 ωB97M-V with the def2-TZVPD basis set
C -0.974 -4.568 2.909
O -2.372 -4.656 3.181
C -2.967 -5.726 2.489
C -4.517 -5.592 2.430
O -4.901 -4.480 1.739
C -4.817 -4.659 0.245
H -0.474 -5.348 3.436
H -0.695 -3.576 3.279
H -0.754 -4.653 1.836
H -2.690 -6.702 2.884
H -2.587 -5.760 1.473
H -4.915 -5.589 3.452
H -4.988 -6.504 2.023
H -4.802 -5.743 0.050
H -3.887 -4.195 -0.088
H -5.657 -4.174 -0.252
C 7.062 1.591 -3.756
O 5.721 1.984 -3.558
C 5.710 2.752 -2.413
C 4.330 3.344 -2.131
O 3.370 2.353 -2.157
C 2.096 2.617 -1.578
H 7.677 2.494 -3.640
H 7.228 1.179 -4.762
H 7.516 0.932 -3.037
H 6.347 3.633 -2.583
H 6.060 2.176 -1.560
H 4.100 3.970 -3.054
H 4.301 3.958 -1.237
H 2.176 2.948 -0.549
H 1.568 1.622 -1.468
H 1.453 3.312 -2.161
C 0.773 -0.392 -4.892
O 0.921 -1.806 -4.774
C 1.529 -2.477 -5.885
C 2.987 -2.101 -6.048
O 3.010 -0.786 -6.518
C 4.226 -0.123 -6.312
H -0.013 -0.119 -4.164
H 0.519 -0.196 -5.932
H 1.722 0.210 -4.610
H 1.043 -2.128 -6.810
H 1.253 -3.525 -5.744
H 3.428 -2.828 -6.784
H 3.453 -2.144 -5.075
H 4.188 0.508 -5.406
H 4.421 0.464 -7.183
H 5.077 -0.720 -6.151
C 0.611 4.985 2.509
O -0.463 4.250 3.068
C -1.446 5.071 3.530
C -2.378 4.263 4.405
O -1.887 3.753 5.636
C -1.773 4.811 6.614
H 1.001 5.795 3.156
H 0.276 5.611 1.621
H 1.330 4.288 2.224
H -2.062 5.537 2.731
H -1.030 5.950 4.164
H -2.561 3.376 3.801
H -3.303 4.751 4.630
H -0.980 5.445 6.277
H -1.386 4.498 7.562
H -2.716 5.281 6.746
C -2.851 8.409 -3.115
O -2.552 7.261 -2.298
C -2.166 6.160 -3.109
C -2.111 4.902 -2.324
O -0.926 4.810 -1.645
C -1.029 3.765 -0.672
H -3.733 8.225 -3.765
H -2.029 8.755 -3.685
H -3.218 9.183 -2.445
H -1.115 6.406 -3.426
H -2.923 6.079 -3.869
H -2.404 4.086 -2.993
H -2.936 5.010 -1.651
H -0.055 3.583 -0.209
H -1.238 2.802 -1.211
H -1.759 3.967 0.118
C -3.641 0.787 1.529
O -3.866 0.198 0.278
C -4.765 -0.913 0.488
C -6.209 -0.633 -0.044
O -6.835 0.343 0.808
C -7.834 1.073 0.140
H -2.990 1.634 1.498
H -3.295 0.094 2.293
H -4.580 1.273 1.941
H -4.766 -1.113 1.560
H -4.392 -1.801 0.055
H -6.840 -1.544 0.071
H -6.182 -0.417 -1.086
H -8.645 0.423 -0.355
H -7.480 1.791 -0.579
H -8.234 1.755 0.856
C -0.248 1.160 6.397
O -1.098 0.360 7.189
C -2.417 0.774 7.327
C -3.273 0.682 6.075
O -3.427 -0.692 5.714
C -4.423 -1.004 4.730
H 0.652 0.630 6.267
H 0.067 2.138 6.857
H -0.800 1.372 5.431
H -2.494 1.765 7.743
H -2.803 0.091 8.087
H -2.860 1.343 5.322
H -4.236 1.170 6.346
H -4.046 -0.925 3.681
H -5.344 -0.383 4.849
H -4.650 -2.016 4.910
C -6.726 -2.731 -2.912
O -5.519 -2.211 -2.441
C -4.493 -2.401 -3.388
C -3.360 -1.474 -2.998
O -3.884 -0.189 -3.185
C -3.051 0.819 -2.638
H -6.479 -3.783 -3.175
H -6.999 -2.296 -3.864
H -7.445 -2.535 -2.150
H -4.891 -2.293 -4.397
H -4.115 -3.414 -3.266
H -2.468 -1.542 -3.636
H -3.029 -1.579 -1.947
H -2.139 0.708 -3.191
H -2.846 0.711 -1.584
H -3.411 1.841 -2.853
C 8.308 -2.094 -4.631
O 7.379 -1.622 -3.627
C 7.309 -2.535 -2.526
C 6.873 -1.898 -1.223
O 5.474 -1.882 -1.039
C 4.819 -0.818 -1.686
H 9.330 -2.160 -4.272
H 8.298 -1.431 -5.501
H 8.015 -3.135 -4.989
H 8.307 -2.940 -2.317
H 6.672 -3.397 -2.851
H 7.303 -0.875 -1.189
H 7.325 -2.465 -0.367
H 4.003 -0.500 -1.059
H 4.516 -1.236 -2.710
H 5.556 -0.009 -1.940
C 0.474 0.670 1.419
O 0.294 -0.326 0.429
C 1.304 -1.253 0.564
C 1.286 -2.278 -0.537
O 0.151 -3.067 -0.402
C -0.032 -3.993 -1.435
H 0.751 0.239 2.365
H -0.505 1.250 1.583
H 1.217 1.402 1.117
H 1.248 -1.852 1.490
H 2.261 -0.699 0.532
H 2.175 -2.813 -0.449
H 1.275 -1.704 -1.491
H 0.949 -4.578 -1.486
H -0.119 -3.448 -2.403
H -0.859 -4.684 -1.218
C 2.410 -3.498 3.119
O 3.100 -3.408 1.872
C 4.491 -3.617 1.977
C 5.276 -2.411 2.620
O 4.978 -2.426 3.984
C 5.481 -1.375 4.773
H 2.956 -4.058 3.867
H 1.449 -3.934 2.859
H 2.245 -2.463 3.480
H 4.782 -3.692 0.923
H 4.734 -4.526 2.578
H 5.012 -1.495 2.174
H 6.360 -2.541 2.428
H 5.009 -0.433 4.434
H 6.601 -1.355 4.721
H 5.130 -1.531 5.762
```

***

Question: Which of these has the highest strongest force on any atom?
Answer: C44H110O22